a) 10
Properties=species:S:1:pos:R:3:nbo_charge:R:1 method="wB97M-V/def2-TZVPD" e_lumo_ev=0.64 homo_lumo_gap_ev=11.27 total_charge=0 e_homo_ev=-10.6
C -1.60 0.23 -0.25 -0.6734
C -0.19 -0.16 0.02 0.4843
N 0.22 -1.32 0.38 -0.1513
O 1.61 -1.16 0.51 -0.3353
C 1.96 0.11 0.20 0.9366
O 3.04 0.58 0.18 -0.5475
O 0.79 0.76 -0.11 -0.4590
H -1.66 0.78 -1.19 0.2460
H -2.20 -0.68 -0.30 0.2526
H -1.97 0.87 0.56 0.2470

***

b) 10
Properties=species:S:1:pos:R:3:nbo_charge:R:1 method="wB97M-V/def2-TZVPD" e_lumo_ev=-0.74 homo_lumo_gap_ev=9.64 total_charge=0 e_homo_ev=-10.4
N -0.87 -0.42 0.16 -0.6790
C 0.37 -0.12 0.03 0.5128
O 0.53 1.15 -0.05 -0.5208
C -1.18 1.35 0.01 0.6156
O -1.64 1.94 0.93 -0.5445
C 1.53 -1.09 -0.06 0.3586
O 2.66 -0.73 -0.26 -0.4233
H -1.25 -1.36 0.22 0.4023
H -1.41 1.42 -1.06 0.1525
H 1.26 -2.15 0.08 0.1257

***

Short version: b) is the least stable of them.

***

a) 10
Properties=species:S:1:pos:R:3:nbo_charge:R:1 method="wB97M-V/def2-TZVPD" e_lumo_ev=0.20 homo_lumo_gap_ev=8.61 total_charge=0 e_homo_ev=-8.4
C 0.04 0.72 0.56 0.5195
C -1.06 -0.11 0.54 -0.2475
C 0.52 -0.80 -0.76 0.7368
H -0.48 1.80 1.97 0.4693
H -2.05 -0.14 1.13 0.2433
H 1.12 -1.82 -2.32 0.5156
N -0.53 -1.22 -0.23 -0.4922
O -0.08 2.17 0.85 -0.6629
O 1.47 -1.11 -1.55 -0.6299
O 1.06 0.51 -0.18 -0.4520

***

b) 10
Properties=species:S:1:pos:R:3:nbo_charge:R:1 method="wB97M-V/def2-TZVPD" e_lumo_ev="-1.39 / -1.39" homo_lumo_gap_ev="8.13 / 8.13" total_charge=0 e_homo_ev="-9.5 / -9.5"
C -1.78 0.23 -0.19 -0.7327
C -0.34 0.03 0.17 0.6024
N 0.11 -1.39 -0.10 0.0668
O 1.26 -1.56 0.22 -0.1990
C 3.02 0.40 -0.33 0.5100
O 3.72 0.63 0.54 -0.5161
O 0.44 0.85 0.55 -0.4728
H -1.92 0.14 -1.26 0.2527
H -2.39 -0.54 0.27 0.2450
H -2.11 1.20 0.13 0.2438

***

c) 10
Properties=species:S:1:pos:R:3:nbo_charge:R:1 method="wB97M-V/def2-TZVPD" e_lumo_ev=0.56 homo_lumo_gap_ev=9.53 total_charge=0 e_homo_ev=-9.0
C 0.62 -0.60 -0.14 0.6882
C -1.14 0.74 0.08 -0.0140
C -1.54 -0.48 0.01 0.0786
H 2.03 0.99 0.65 0.4377
H -1.65 1.71 -0.26 0.2354
H -2.50 -0.95 0.01 0.2263
N 1.80 -1.00 0.03 -0.2056
O 2.59 0.12 -0.08 -0.5311
O 0.33 0.77 -0.20 -0.4939
O -0.54 -1.30 -0.11 -0.4215

***

Short version: c) is the least stable of them.

***

a) 10
Properties=species:S:1:pos:R:3:nbo_charge:R:1 method="wB97M-V/def2-TZVPD" e_lumo_ev=-0.43 homo_lumo_gap_ev=8.93 total_charge=0 e_homo_ev=-9.4
N -0.78 1.65 -1.09 -0.5248
C -0.48 0.60 -0.46 0.3593
O 0.59 -0.22 -0.84 -0.5257
C 1.50 -0.50 0.13 0.6498
O 1.54 0.01 1.21 -0.5541
C -1.41 0.19 0.65 0.2283
O -1.22 -1.08 0.90 -0.6306
H -0.11 1.84 -1.84 0.3509
H 2.21 -1.24 -0.26 0.1336
H -1.85 -1.25 1.61 0.5133

***

b) 10
Properties=species:S:1:pos:R:3:nbo_charge:R:1 method="wB97M-V/def2-TZVPD" e_lumo_ev=0.30 homo_lumo_gap_ev=8.93 total_charge=0 e_homo_ev=-8.6
C -0.12 -0.82 0.06 -0.2536
C -0.92 1.16 -0.02 0.2008
C 0.97 0.10 -0.15 0.5833
N -1.30 -0.10 0.06 0.0943
O -2.47 -0.51 -0.13 -0.5306
O 0.45 1.32 -0.06 -0.3937
O 2.32 -0.23 -0.12 -0.6451
H 0.10 -1.89 0.27 0.2306
H -1.40 2.12 -0.02 0.2180
H 2.37 -1.14 0.11 0.4960

***

Short version: b) is the least stable of them.

***

a) 22
Properties=species:S:1:pos:R:3:nbo_charge:R:1 method="wB97M-V/def2-TZVPD" e_lumo_ev=0.54 homo_lumo_gap_ev=6.58 total_charge=0 e_homo_ev=-6.0
C -0.56 0.11 -0.38 0.2413
C -0.14 -0.77 0.60 -0.3417
C -0.59 -0.31 -1.82 -0.6887
C -0.65 1.58 -0.11 -0.6822
C 2.92 0.11 1.09 -0.7544
C -2.52 -0.69 0.57 -0.7232
C 2.04 -0.27 -0.09 0.4619
O 2.49 -0.49 -1.18 -0.5929
H -0.07 -1.83 0.38 0.2242
H -0.06 -0.45 1.62 0.2168
H -0.73 -1.38 -1.92 0.2263
H 0.13 2.10 -0.67 0.2336
H -1.61 1.96 -0.46 0.2343
H -1.37 0.22 -2.36 0.2210
H 0.37 -0.05 -2.27 0.2643
H -0.54 1.81 0.95 0.2203
H 2.61 1.09 1.47 0.2241
H 2.76 -0.62 1.89 0.2261
H 3.98 0.13 0.81 0.2154
H -3.04 -0.65 -0.38 0.1914
H -2.83 0.09 1.26 0.1878
H -2.56 -1.68 1.02 0.1940

***

b) 22
Properties=species:S:1:pos:R:3:nbo_charge:R:1 method="wB97M-V/def2-TZVPD" e_lumo_ev=0.76 homo_lumo_gap_ev=9.88 total_charge=0 e_homo_ev=-9.1
C 0.17 -1.35 -0.63 -0.6230
C 0.96 -0.48 0.34 -0.4316
C 0.09 0.48 1.12 -0.0195
C 0.16 0.44 2.46 -0.3763
C -0.29 2.85 0.66 -0.4089
C -0.67 1.59 0.52 0.0031
C -2.04 1.20 -0.10 -0.6511
H 0.65 -1.91 -1.44 0.2382
H -0.57 -0.72 -1.12 0.1961
H -0.38 -2.10 -0.07 0.2049
H 1.52 -1.09 1.06 0.2077
H 1.84 0.03 -0.09 0.2123
H 0.62 -0.41 2.95 0.1904
H -0.35 1.15 3.10 0.2008
H 0.78 3.07 0.69 0.1997
H -0.90 3.70 0.37 0.1914
H -2.39 0.30 0.40 0.2184
H -2.78 1.97 0.14 0.2192
H -2.00 1.18 -1.18 0.2228
H 1.97 -2.54 -3.26 0.4718
H 1.75 -4.06 -3.25 0.4730
O 1.86 -3.30 -2.68 -0.9394

***

Short version: a) is the least stable of them.